# 1
C6H11F3OSi | ωB97M-V/def2-TZVPD

Atoms and positions in Å:
1 C -3.006 1.461 -0.145
2 C -1.505 1.196 -0.396
3 C -3.451 0.223 0.637
4 C -1.257 -0.206 0.072
5 C 1.649 -2.055 0.456
6 C 3.284 0.496 0.006
7 O -2.307 -0.675 0.607
8 F 2.255 1.259 0.435
9 F 4.077 0.309 1.084
10 F 3.991 1.278 -0.837
11 Si 2.724 -1.183 -0.822
12 H -3.172 2.373 0.424
13 H -3.546 1.536 -1.089
14 H -1.217 1.292 -1.443
15 H -0.847 1.855 0.175
16 H -3.667 0.423 1.689
17 H -4.291 -0.309 0.191
18 H 2.011 -0.752 -2.023
19 H 0.691 -1.540 0.550
20 H 1.450 -3.082 0.161
21 H 2.129 -2.080 1.431
22 H 4.005 -1.818 -1.163

Values from the calculation:
- Energy above the lowest of the compared OMol25 structures with the same formula, charge and spin: 304.0 kJ/mol
- Gap between HOMO and LUMO: 9.227 eV
- Energy: -24475.5797 eV
- E_LUMO: 0.77 eV
- Largest force on an atom: 1.6 eV/Å

***

# 2
C6H11F8N6O16RbS8 | ωB97M-V/def2-TZVPD

Atoms and positions in Å:
1 Rb 1.267 -0.596 -0.555
2 C -0.905 -2.066 2.379
3 C -2.208 -1.270 2.720
4 N -2.894 -0.815 1.499
5 C -2.493 -0.855 0.117
6 C -3.389 -0.196 -0.586
7 N -4.435 0.196 0.244
8 C -4.062 -0.065 1.504
9 C -5.599 0.952 -0.181
10 H -0.415 -2.554 3.221
11 H -0.129 -1.560 1.804
12 H -1.066 -3.019 1.875
13 H -1.949 -0.586 3.529
14 H -2.924 -1.919 3.225
15 H -1.522 -1.262 -0.125
16 H -3.471 0.078 -1.627
17 H -4.592 0.234 2.396
18 H -6.206 1.182 0.695
19 H -6.183 0.280 -0.809
20 H -5.461 1.917 -0.671
21 N -0.263 -2.084 -2.414
22 S -0.461 -3.656 -1.809
23 O -1.122 -4.710 -2.588
24 O -0.706 -3.809 -0.384
25 F 1.092 -4.042 -1.904
26 S -1.385 -2.126 -3.429
27 O -2.720 -2.314 -2.858
28 O -1.068 -2.754 -4.698
29 F -1.402 -0.562 -3.884
30 N 0.045 1.137 1.546
31 S 1.125 1.379 2.757
32 O 0.723 1.516 4.177
33 O 2.423 1.953 2.325
34 F 1.639 -0.186 3.003
35 S -0.828 2.246 1.962
36 O -0.203 3.550 2.003
37 O -1.762 1.882 2.996
38 F -1.744 2.392 0.654
39 N 2.814 4.394 -2.151
40 S 3.277 4.232 -3.606
41 O 2.979 5.295 -4.510
42 O 3.433 2.921 -4.142
43 F 4.877 4.483 -3.340
44 S 1.502 3.338 -2.272
45 O 1.835 1.952 -1.953
46 O 0.474 3.592 -3.289
47 F 0.771 3.809 -0.876
48 N 3.896 -1.254 0.469
49 S 4.433 -2.242 1.464
50 O 5.056 -1.797 2.713
51 O 4.768 -3.571 0.952
52 F 2.942 -2.651 1.995
53 S 5.368 -0.412 0.305
54 O 6.417 -1.120 -0.418
55 O 5.684 0.594 1.315
56 F 4.726 0.548 -0.768

Values from the calculation:
- Net charge: -2
- Energy above the lowest of the compared OMol25 structures with the same formula, charge and spin: 0.0 kJ/mol
- Gap between HOMO and LUMO: 7.787 eV
- Energy: -157175.6596 eV
- E_LUMO: 2.68 eV
- Largest force on an atom: 9.6 eV/Å

***

# 3
C6H11FS | ωB97M-V/def2-TZVPD

Atoms and positions in Å:
1 C -1.307 -0.889 -1.116
2 C -0.102 0.028 -1.120
3 C 0.959 -0.001 -0.043
4 C 0.881 -1.062 1.082
5 C 0.053 1.155 -0.102
6 C -1.058 1.443 0.826
7 H -1.004 -1.814 -1.674
8 H -1.608 -1.094 -0.079
9 H -2.131 -0.373 -1.632
10 H 0.340 0.283 -2.050
11 H 1.384 -0.733 1.991
12 H 1.321 -2.071 0.768
13 H -0.184 -1.320 1.347
14 H 3.141 -0.848 -0.509
15 H -1.882 1.968 0.347
16 H -1.367 0.512 1.296
17 H -0.752 2.097 1.593
18 F 0.682 2.307 -0.531
19 S 2.637 0.412 -0.393

Values from the calculation:
- SMILES string: C[C@H]1[C@](C)(F)[C@]1(C)S
- Energy above the lowest of the compared OMol25 structures with the same formula, charge and spin: 39.6 kJ/mol
- Gap between HOMO and LUMO: 9.626 eV
- Energy: -19952.1093 eV
- E_LUMO: 0.85 eV
- Largest force on an atom: 2.8 eV/Å

***

# 4
C6H11IN | ωB97M-V/def2-TZVPD

Atoms and positions in Å:
1 C 1.790 1.301 -0.187
2 C 1.644 -0.587 0.738
3 C -0.638 0.598 -0.269
4 C 0.608 0.575 0.581
5 C 2.588 0.099 0.066
6 C -2.395 -1.225 -0.630
7 N -1.636 -0.395 0.325
8 I 4.704 -0.151 -0.133
9 H 1.366 1.679 -1.125
10 H 2.244 2.197 0.328
11 H 1.704 -1.549 1.258
12 H -1.075 -1.018 0.992
13 H -1.024 1.674 -0.273
14 H -0.273 0.161 -1.351
15 H 0.473 1.057 1.551
16 H -2.866 -2.117 -0.173
17 H -3.127 -0.756 -1.180
18 H -1.747 -1.768 -1.414
19 H -2.339 0.225 0.897

Values from the calculation:
- SMILES string: C[NH2+]C[C@H]1C=C(I)C1
- Net charge: +1
- Energy above the lowest of the compared OMol25 structures with the same formula, charge and spin: 205.7 kJ/mol
- Gap between HOMO and LUMO: 8.600 eV
- Energy: -15981.6573 eV
- E_LUMO: -3.57 eV
- Largest force on an atom: 4.4 eV/Å

***

# 5
C6H11IN2Si | ωB97M-V/def2-TZVPD

Atoms and positions in Å:
1 C 2.654 1.432 0.218
2 C 2.520 -1.093 0.426
3 C 3.144 0.171 0.341
4 C -0.014 1.144 1.080
5 C -1.598 -1.563 0.479
6 C -0.110 0.145 -1.820
7 N 1.645 2.148 0.373
8 N 1.245 -1.376 0.543
9 Si -0.081 -0.513 0.018
10 I 5.274 -0.108 -0.059
11 H 3.309 2.244 -0.012
12 H 3.225 -1.895 0.365
13 H 0.683 1.804 0.570
14 H -0.889 1.781 0.899
15 H 0.590 1.004 2.046
16 H -1.204 -2.404 1.128
17 H -2.427 -1.104 1.155
18 H -2.094 -1.997 -0.344
19 H -1.106 0.131 -2.431
20 H 0.387 1.143 -1.904
21 H 0.654 -0.526 -2.425

Values from the calculation:
- Energy above the lowest of the compared OMol25 structures with the same formula, charge and spin: 510.1 kJ/mol
- Gap between HOMO and LUMO: 7.231 eV
- Energy: -25353.3577 eV
- E_LUMO: -0.91 eV
- Largest force on an atom: 5.0 eV/Å

***

Q: Which value of energy does entry 4 give?
A: -15981.6573 eV

***

Q: Which value of gap between HOMO and LUMO does entry 5 give?
A: 7.231 eV

***

Q: What is the formula in the fourth record?
A: C6H11IN